[1]
{
  "formula": "C7H18NOPS",
  "method": "the ωB97M-V functional and the def2-TZVPD basis",
  "e_above_lowest_kcal_mol": 25.8,
  "lumo_energy_ev": 0.7,
  "total_energy_ha": -1147.0203,
  "homo_ev": -8.6,
  "homo_lumo_gap_ev": 9.34,
  "symbols": ["C", "C", "P", "O", "N", "C", "S", "C", "C", "C", "C", "H", "H", "H", "H", "H", "H", "H", "H", "H", "H", "H", "H", "H", "H", "H", "H", "H", "H"],
  "positions_angstrom": [[2.6464, -1.4926, -2.1963], [2.2859, -0.3873, -1.2830], [0.6811, -0.9000, -0.3498], [-0.3888, -0.9449, -1.2949], [0.9903, -2.2867, 0.5819], [-0.0898, -3.2629, 0.7198], [0.3642, 0.5793, 1.4525], [-1.2782, 1.3742, 1.0050], [-2.2646, 0.2090, 0.8782], [-1.5597, 2.4439, 1.9784], [-1.0424, 2.0133, -0.3012], [2.7973, -2.3699, -1.4978], [1.7872, -1.6163, -2.8706], [3.5652, -1.3913, -2.7034], [2.1905, 0.4985, -1.8287], [3.1228, -0.2210, -0.7458], [1.2758, -2.3786, 1.5151], [-0.6952, -3.4315, -0.1903], [0.4264, -4.2764, 1.0586], [-0.6916, -3.0102, 1.5923], [-1.8128, -0.5716, 0.2750], [-2.5664, -0.0982, 1.9422], [-3.2814, 0.3900, 0.4511], [-1.0965, 2.1587, 2.9183], [-2.6998, 2.5301, 2.0460], [-1.1297, 3.4358, 1.6348], [-0.0929, 2.5296, -0.5348], [-0.8591, 1.2341, -1.0494], [-1.8016, 2.7077, -0.6078]],
  "lowdin_charge": [-0.171, -0.306, 0.527, -0.324, -0.228, -0.170, 0.679, -0.930, -0.125, -0.133, -0.183, 0.086, 0.079, 0.058, 0.068, 0.041, 0.058, 0.081, 0.114, 0.065, 0.021, 0.104, 0.093, 0.054, 0.116, 0.104, 0.087, 0.052, 0.084]
}

[2]
{
  "formula": "C32H50BrN3SiW",
  "method": "the ωB97M-V functional and the def2-TZVPD basis",
  "s_squared": 2.018,
  "spin_multiplicity": 3,
  "e_above_lowest_kcal_mol": 2.3,
  "lumo_energy_ev": [-6.6, -7.1],
  "charge": 2,
  "total_energy_ha": -4343.7924,
  "homo_ev": [-13.8, -14.0],
  "homo_lumo_gap_ev": [7.19, 6.95],
  "symbols": ["W", "C", "C", "C", "C", "C", "C", "C", "C", "C", "C", "C", "C", "C", "C", "C", "C", "C", "H", "H", "H", "H", "H", "H", "H", "H", "H", "H", "H", "H", "H", "H", "H", "H", "H", "H", "H", "H", "H", "H", "H", "H", "H", "H", "H", "H", "H", "C", "C", "C", "C", "C", "C", "N", "N", "Si", "C", "C", "C", "H", "H", "H", "H", "H", "H", "H", "H", "H", "H", "H", "H", "H", "H", "H", "C", "C", "C", "C", "C", "Br", "N", "C", "H", "H", "H", "H", "H", "H"],
  "positions_angstrom": [[0.4029, 0.0203, 0.0161], [1.6860, -1.8299, 0.2085], [2.3934, -0.8232, 0.9802], [2.8455, 0.1701, 0.0413], [2.3291, -0.2382, -1.2373], [1.7227, -1.5208, -1.1678], [1.4420, -2.4584, -2.3427], [1.7747, -3.8867, -1.8975], [-0.0101, -2.4156, -2.8327], [2.3610, -2.0620, -3.5036], [3.7143, 1.4537, 0.1307], [4.9527, 1.3722, 1.0275], [4.2715, 1.7587, -1.2688], [2.8603, 2.6389, 0.5982], [2.7511, -1.1324, 2.4486], [4.2194, -1.5957, 2.5007], [2.4901, 0.0293, 3.4275], [1.9583, -2.3593, 2.9283], [1.3834, -2.7817, 0.6057], [2.5396, 0.2646, -2.1639], [1.0847, -4.2425, -1.1253], [2.7978, -3.9631, -1.5160], [1.6830, -4.5607, -2.7519], [-0.6949, -2.8164, -2.0823], [-0.1070, -3.0317, -3.7300], [-0.3182, -1.4018, -3.0916], [3.4113, -2.0372, -3.1986], [2.0946, -1.0856, -3.9197], [2.2620, -2.7950, -4.3056], [5.6597, 0.6219, 0.6677], [4.7362, 1.1882, 2.0693], [5.4566, 2.3396, 0.9749], [4.7794, 0.8889, -1.6952], [5.0055, 2.5622, -1.1870], [3.5078, 2.0963, -1.9640], [2.5531, 2.5174, 1.6416], [1.9755, 2.7377, -0.0276], [3.4293, 3.5691, 0.5166], [4.9274, -0.8148, 2.2712], [4.3838, -2.4259, 1.8071], [4.4363, -1.9595, 3.5090], [3.2314, 0.8180, 3.3606], [2.5135, -0.3407, 4.4543], [1.5146, 0.4876, 3.2678], [2.2625, -3.2657, 2.3995], [0.8786, -2.2561, 2.8360], [2.1797, -2.5197, 3.9838], [-2.0362, -2.8483, 0.5332], [-2.3611, -1.7290, -0.4118], [-3.5299, -1.7060, -1.1294], [-3.7509, -0.6823, -2.0552], [-2.8010, 0.2874, -2.2902], [-1.6227, 0.2240, -1.5486], [-1.4600, -0.7385, -0.6032], [-0.4800, 0.9928, -1.6025], [-0.3116, 2.1766, -2.9412], [-0.3061, 1.2341, -4.5304], [-1.7245, 3.3811, -2.7775], [1.2561, 3.1436, -2.8434], [-2.6465, -2.7940, 1.4374], [-0.9839, -2.8434, 0.8124], [-2.2549, -3.8051, 0.0597], [-4.2592, -2.4921, -0.9833], [-4.6764, -0.6644, -2.6191], [-2.9577, 1.0589, -3.0330], [-1.2689, 0.7785, -4.7736], [0.4430, 0.4380, -4.4904], [-0.0382, 1.8994, -5.3592], [-2.2272, 3.5320, -3.7394], [-1.3386, 4.3577, -2.4650], [-2.4835, 3.0650, -2.0564], [2.1492, 2.5567, -3.0593], [1.4067, 3.6950, -1.9122], [1.1692, 3.8917, -3.6430], [-1.0105, 5.4536, 1.1069], [-1.0081, 4.0182, 1.5636], [-1.4893, 3.6302, 2.8090], [-1.4752, 2.2937, 3.1858], [-0.9553, 1.4153, 2.2784], [-0.9160, -0.4546, 2.5378], [-0.4589, 1.7363, 1.0964], [-0.5044, 3.0261, 0.7413], [-1.7669, 6.0320, 1.6337], [-1.2061, 5.5279, 0.0366], [-0.0413, 5.9181, 1.3018], [-1.8933, 4.3731, 3.4901], [-1.8677, 1.9522, 4.1346], [-0.1285, 3.2612, -0.2445]],
  "lowdin_charge": [1.642, -0.143, -0.190, -0.126, -0.101, -0.238, -0.525, -0.027, -0.018, -0.028, -0.500, -0.036, -0.041, -0.034, -0.514, -0.012, -0.032, -0.078, 0.110, 0.113, 0.087, 0.104, 0.102, 0.077, 0.108, 0.066, 0.104, 0.074, 0.102, 0.104, 0.058, 0.101, 0.109, 0.105, 0.042, 0.087, 0.034, 0.109, 0.057, 0.105, 0.107, 0.070, 0.101, 0.028, 0.096, 0.008, 0.104, -0.048, -0.326, -0.006, 0.002, -0.008, -0.437, -0.054, -0.161, 0.416, -0.147, -0.158, -0.156, 0.087, 0.039, 0.103, 0.132, 0.131, 0.103, 0.042, 0.020, 0.057, 0.054, 0.035, 0.033, 0.018, 0.028, 0.064, -0.006, -0.201, 0.041, -0.036, -0.665, 1.067, -0.117, -0.067, 0.095, 0.084, 0.102, 0.143, 0.131, 0.091]
}

[3]
{
  "formula": "C55H50BClN6P2Re",
  "method": "the ωB97M-V functional and the def2-TZVPD basis",
  "s_squared": 0.757,
  "spin_multiplicity": 2,
  "lumo_energy_ev": [-7.8, -7.4],
  "charge": 2,
  "total_energy_ha": -3700.0785,
  "homo_ev": [-12.6, -12.6],
  "homo_lumo_gap_ev": [4.74, 5.13],
  "symbols": ["Re", "C", "C", "C", "C", "N", "N", "B", "N", "N", "C", "C", "C", "C", "C", "C", "C", "C", "C", "C", "N", "N", "C", "C", "C", "C", "C", "C", "C", "C", "C", "C", "C", "C", "C", "C", "C", "C", "H", "H", "H", "H", "H", "H", "H", "H", "H", "H", "H", "H", "H", "H", "H", "H", "H", "H", "H", "H", "H", "H", "H", "H", "H", "H", "H", "H", "Cl", "C", "P", "C", "C", "C", "C", "C", "C", "C", "C", "C", "C", "C", "C", "P", "C", "C", "C", "C", "C", "C", "C", "C", "C", "C", "C", "C", "H", "H", "H", "H", "H", "H", "H", "H", "H", "H", "H", "H", "H", "H", "H", "H", "H", "H", "H", "H", "H", "H"],
  "positions_angstrom": [[-0.0803, -0.2756, 0.3312], [5.1107, -0.2081, -1.3091], [4.0241, -0.2209, -0.2900], [4.1342, -0.2337, 1.0947], [2.8446, -0.2371, 1.6053], [1.9786, -0.2274, 0.5449], [2.7252, -0.2003, -0.6057], [2.0348, -0.3052, -2.0029], [1.0669, 0.8837, -2.1188], [0.3638, 1.2600, -1.0081], [-0.0574, 2.5363, -1.1964], [0.3259, 2.9277, -2.4721], [1.0433, 1.8732, -3.0198], [1.7415, 1.7881, -4.3358], [-0.5672, 3.4839, -0.1724], [0.3292, 3.9255, 0.8002], [-0.0336, 4.9280, 1.6826], [-1.2955, 5.5068, 1.5955], [-2.1833, 5.0831, 0.6198], [-1.8173, 4.0810, -0.2714], [1.2450, -1.6258, -1.9942], [0.4684, -1.8766, -0.9031], [0.2362, -3.2206, -0.8824], [0.7880, -3.7881, -2.0114], [1.4371, -2.7530, -2.6838], [2.2430, -2.8079, -3.9363], [-0.3004, -3.9003, 0.2944], [-1.1276, -5.0162, 0.1959], [-1.5270, -5.6743, 1.3482], [-1.0785, -5.2498, 2.5982], [-0.2145, -4.1690, 2.6954], [0.1716, -3.5011, 1.5409], [2.4890, -0.1669, 3.0352], [1.2739, -0.5780, 3.5844], [1.0154, -0.4635, 4.9404], [1.9856, 0.0539, 5.7863], [3.2057, 0.4564, 5.2629], [3.4511, 0.3532, 3.9051], [6.0765, -0.1645, -0.8119], [5.0200, 0.6571, -1.9669], [5.0833, -1.1055, -1.9295], [5.0529, -0.2545, 1.6583], [2.8377, -0.3004, -2.8833], [0.1559, 3.8992, -2.9090], [1.4790, 2.6524, -4.9411], [1.4596, 0.8839, -4.8774], [2.8249, 1.7788, -4.2069], [1.3217, 3.4882, 0.8504], [0.6708, 5.2653, 2.4336], [-1.5765, 6.3010, 2.2752], [-3.1615, 5.5412, 0.5418], [-2.5103, 3.7582, -1.0335], [0.8018, -4.8352, -2.2704], [2.1179, -3.7791, -4.4088], [3.3053, -2.6633, -3.7311], [1.9293, -2.0325, -4.6356], [-1.4762, -5.3518, -0.7726], [-2.1860, -6.5298, 1.2732], [-1.3758, -5.7872, 3.4899], [0.1830, -3.8659, 3.6575], [0.9487, -2.7497, 1.5862], [0.5053, -1.0196, 2.9740], [0.0550, -0.7755, 5.3323], [1.7911, 0.1444, 6.8473], [3.9696, 0.8600, 5.9141], [4.3969, 0.7028, 3.5131], [-0.7270, 1.1888, 1.8746], [-3.2489, -2.4500, -0.3932], [-2.5602, -0.8334, 0.1223], [-3.2244, -0.7182, 1.8231], [-3.8764, 0.4170, 2.3013], [-4.3482, 0.4533, 3.6061], [-4.1595, -0.6318, 4.4498], [-3.4842, -1.7528, 3.9877], [-3.0174, -1.7959, 2.6804], [-3.4483, 0.3830, -0.8848], [-2.8139, 1.0062, -1.9531], [-3.5160, 1.8739, -2.7773], [-4.8593, 2.1189, -2.5442], [-5.5100, 1.4778, -1.4954], [-4.8107, 0.6141, -0.6703], [-3.3003, -3.2476, -2.1034], [-2.9034, -2.0060, -3.4049], [-1.6982, -2.1745, -4.0847], [-1.3772, -1.3898, -5.1878], [-2.2818, -0.4433, -5.6464], [-3.5008, -0.2860, -4.9983], [-3.8097, -1.0591, -3.8876], [-5.0900, -3.4395, -2.4013], [-6.1189, -2.7256, -1.7935], [-7.4420, -2.9427, -2.1575], [-7.7486, -3.8739, -3.1386], [-6.7309, -4.5959, -3.7465], [-5.4113, -4.3864, -3.3728], [-4.2700, -2.4212, -0.0116], [-2.7210, -3.1790, 0.2201], [-3.9957, 1.2889, 1.6722], [-4.8605, 1.3377, 3.9635], [-4.5386, -0.6051, 5.4632], [-3.3247, -2.6021, 4.6418], [-2.4989, -2.6816, 2.3390], [-1.7912, 0.7588, -2.1928], [-3.0135, 2.3433, -3.6142], [-5.4080, 2.7981, -3.1846], [-6.5661, 1.6480, -1.3254], [-5.3294, 0.1214, 0.1425], [-1.0223, -2.9585, -3.7685], [-0.4448, -1.5532, -5.7171], [-2.0588, 0.1404, -6.5323], [-4.2221, 0.4326, -5.3693], [-4.7804, -0.9496, -3.4170], [-5.9026, -1.9898, -1.0298], [-8.2344, -2.3807, -1.6777], [-8.7794, -4.0435, -3.4216], [-6.9663, -5.3330, -4.5039], [-4.6202, -4.9668, -3.8364]],
  "lowdin_charge": [1.232, 0.012, -0.222, 0.057, -0.174, -0.082, 0.051, -0.485, 0.048, -0.076, -0.223, 0.070, -0.227, 0.013, -0.248, -0.091, -0.063, -0.060, -0.056, -0.027, 0.050, -0.082, -0.218, 0.061, -0.239, 0.017, -0.208, -0.049, -0.035, -0.051, -0.063, -0.057, -0.164, -0.111, -0.061, -0.050, -0.046, -0.017, 0.096, 0.097, 0.093, 0.129, 0.126, 0.140, 0.096, 0.087, 0.094, 0.118, 0.114, 0.114, 0.113, 0.101, 0.141, 0.099, 0.095, 0.085, 0.104, 0.121, 0.118, 0.117, 0.088, 0.034, 0.113, 0.117, 0.118, 0.114, 0.402, -0.451, 0.927, -0.420, -0.132, -0.051, -0.054, -0.057, -0.098, -0.357, -0.128, -0.096, -0.050, -0.044, -0.099, 1.077, -0.374, -0.114, -0.080, -0.067, -0.078, -0.095, -0.403, -0.106, -0.068, -0.066, -0.064, -0.105, 0.047, -0.004, 0.101, 0.117, 0.116, 0.114, 0.078, 0.087, 0.120, 0.120, 0.119, 0.108, 0.075, 0.099, 0.112, 0.116, 0.109, 0.075, 0.110, 0.112, 0.112, 0.102]
}

[4]
{
  "formula": "C15H9Cl3N3OS8SiTl",
  "method": "the ωB97M-V functional and the def2-TZVPD basis",
  "e_above_lowest_kcal_mol": 2.7,
  "lumo_energy_ev": 4.2,
  "charge": -2,
  "total_energy_ha": -5844.9712,
  "homo_ev": -1.9,
  "homo_lumo_gap_ev": 6.05,
  "symbols": ["Tl", "S", "S", "S", "S", "O", "C", "S", "C", "C", "S", "S", "S", "N", "C", "C", "C", "C", "C", "C", "N", "C", "C", "C", "C", "N", "C", "C", "H", "H", "H", "H", "H", "H", "H", "H", "H", "Cl", "Si", "Cl", "Cl"],
  "positions_angstrom": [[0.0651, 3.7305, 1.1495], [-1.2633, 3.9462, 3.4921], [0.1744, 3.1299, 4.7194], [1.8697, 4.1574, 4.1936], [2.3115, 3.4525, 2.3017], [-2.9773, 4.2923, -4.8381], [-2.3042, 4.4001, -3.8340], [-2.8508, 5.1951, -2.3617], [-1.3707, 5.0069, -1.4270], [-0.3574, 4.3441, -2.0280], [1.1872, 3.9686, -1.3282], [-0.6681, 3.7790, -3.6663], [-1.3679, 5.6696, 0.1909], [-0.2224, -2.2292, -0.5014], [-0.8148, -3.4449, -0.2621], [-2.0592, -3.9662, -0.5983], [-2.3229, -5.2627, -0.1960], [-1.3768, -6.0140, 0.5186], [-0.1456, -5.4845, 0.8581], [0.1365, -4.1761, 0.4687], [1.2638, -3.4052, 0.6885], [0.9974, -2.2589, 0.1133], [1.8947, -1.0970, 0.0904], [1.9282, -0.2342, -0.9936], [2.8182, 0.8313, -0.9683], [3.6310, 1.0850, 0.0520], [3.5582, 0.2705, 1.1054], [2.7279, -0.8351, 1.1700], [-0.6824, -1.3762, -0.8041], [-2.7892, -3.3802, -1.1411], [-3.2819, -5.7067, -0.4327], [-1.6239, -7.0261, 0.8152], [0.5836, -6.0559, 1.4182], [1.2860, -0.3760, -1.8519], [2.8594, 1.5188, -1.8036], [4.1891, 0.5251, 1.9495], [2.7043, -1.4733, 2.0419], [-1.4689, 0.7888, -1.4093], [-1.4922, 1.6595, 0.5640], [-1.2208, -0.0382, 1.7778], [-3.5252, 2.0894, 0.7667]],
  "lowdin_charge": [-0.146, -0.127, -0.191, -0.165, -0.061, -0.121, -1.063, 0.918, -1.192, -1.216, 0.442, 0.902, 0.446, 0.154, -0.195, -0.021, -0.118, -0.122, -0.035, -0.236, 0.174, -0.302, -0.167, -0.029, -0.160, 0.068, -0.166, -0.013, 0.035, 0.109, 0.089, 0.086, 0.101, 0.095, 0.078, 0.098, 0.110, 0.182, -0.596, 0.191, 0.160]
}